Formula: C22H25AsBF4GeTeY
Source: the Open Molecules 2025 dataset
Level of theory: ωB97M-V with the def2-TZVPD basis set

Kohn-Sham gap in eV: 4.99
ΔE to the lowest compared entry with this formula, charge and spin in eV: 1.2024
HOMO energy in Ha: -0.0142
LUMO level in eV: 4.604

```
! RIJCOSX wB97M-V def2-TZVPD def2/J DEFGRID3
* xyz -2 1
Y 1.59 -1.83 1.26
C -2.06 -0.61 4.23
As -0.32 -1.24 3.69
C 0.42 -1.44 5.47
C 0.40 0.61 3.37
H -1.93 0.04 5.10
H -2.70 -1.46 4.49
H -2.51 -0.06 3.42
H -0.02 -0.70 6.13
H 1.50 -1.33 5.39
H 0.23 -2.45 5.83
H 0.08 1.27 4.17
H 0.01 0.99 2.42
H 1.49 0.59 3.35
F 4.53 0.59 0.28
B 4.41 -0.40 1.25
F 3.25 -0.11 2.08
F 4.06 -1.64 0.64
F 5.54 -0.50 2.03
Te 2.31 -3.71 3.10
C 0.46 -2.47 -0.63
Ge 0.15 -0.77 -1.36
C 1.38 0.78 -1.64
C 1.65 1.70 -0.62
C 2.54 2.75 -0.80
C 3.20 2.90 -2.01
C 2.96 1.99 -3.03
C 2.07 0.94 -2.84
C -0.82 -0.78 -3.13
C -1.41 -1.99 -3.52
C -2.21 -2.06 -4.66
C -2.45 -0.93 -5.43
C -1.87 0.28 -5.06
C -1.07 0.34 -3.93
C -1.32 0.08 -0.27
C -1.74 1.42 -0.41
C -2.88 1.89 0.22
C -3.65 1.04 1.01
C -3.26 -0.28 1.15
C -2.10 -0.75 0.53
H 1.13 -3.02 -1.30
H 1.14 1.60 0.34
H 2.74 3.43 0.02
H 3.90 3.71 -2.15
H 3.48 2.10 -3.98
H 1.90 0.24 -3.66
H -1.23 -2.86 -2.90
H -2.66 -3.01 -4.94
H -3.08 -0.99 -6.31
H -2.05 1.17 -5.66
H -0.62 1.30 -3.66
H -1.16 2.09 -1.03
H -3.18 2.93 0.10
H -4.55 1.40 1.49
H -3.86 -0.96 1.75
H -1.81 -1.79 0.62
*
```

Formula: C22H25AsCl2PdSSi
Source: the Open Molecules 2025 dataset
Level of theory: ωB97M-V with the def2-TZVPD basis set

Kohn-Sham gap in eV: 6.08
HOMO energy in Ha: -0.2653
LUMO level in eV: -1.139

```
! RIJCOSX wB97M-V def2-TZVPD def2/J DEFGRID3
* xyz 0 1
Pd -1.60 0.57 0.53
S -2.33 -1.60 -0.23
C -1.17 -2.13 -1.41
C -1.51 -3.24 -2.19
C -0.59 -3.77 -3.08
C 0.67 -3.21 -3.20
C 1.00 -2.10 -2.46
C 0.10 -1.54 -1.55
As 0.56 0.06 -0.55
C 0.94 -0.70 1.22
C 1.57 0.10 2.17
C 1.89 -0.41 3.42
C 1.55 -1.71 3.74
C 0.89 -2.50 2.82
C 0.59 -2.00 1.56
C 2.42 0.30 -1.14
C 2.66 1.08 -2.27
C 3.94 1.21 -2.77
C 5.00 0.57 -2.14
C 4.77 -0.20 -1.01
C 3.49 -0.34 -0.51
H -2.49 -3.67 -2.09
H -0.87 -4.63 -3.67
H 1.40 -3.64 -3.88
H 1.98 -1.64 -2.56
H 1.83 1.13 1.91
H 2.39 0.22 4.14
H 1.80 -2.11 4.71
H 0.61 -3.52 3.07
H 0.09 -2.63 0.84
H 1.82 1.57 -2.75
H 4.12 1.81 -3.65
H 6.00 0.66 -2.53
H 5.59 -0.69 -0.51
H 3.30 -0.95 0.37
Cl -0.47 0.39 5.53
C -2.04 0.34 4.71
Cl -1.84 0.39 2.94
H -2.61 1.21 5.02
H -2.53 -0.59 4.98
C -1.70 3.55 -1.18
Si -2.95 2.33 -0.32
C -3.85 3.26 1.13
C -4.30 1.84 -1.64
H -2.20 4.44 -1.56
H -1.21 3.06 -2.02
H -0.93 3.86 -0.48
H -4.37 4.14 0.76
H -3.13 3.58 1.88
H -4.58 2.61 1.61
H -4.82 2.72 -2.01
H -5.03 1.17 -1.21
H -3.84 1.34 -2.49
*
```

Formula: C22H25BN
Source: the Open Molecules 2025 dataset
Level of theory: ωB97M-V with the def2-TZVPD basis set

Kohn-Sham gap in eV: 5.46
ΔE to the lowest compared entry with this formula, charge and spin in eV: 0.4362
HOMO energy in Ha: -0.3721
LUMO level in eV: -4.668

```
! RIJCOSX wB97M-V def2-TZVPD def2/J DEFGRID3
* xyz 1 1
C -6.48 -0.62 -2.79
C -5.17 -0.23 -2.18
C -5.13 0.48 -0.97
C -3.91 0.85 -0.41
C -2.72 0.55 -1.10
C -1.39 0.84 -0.44
C -0.10 0.59 -1.17
C 1.07 1.11 -0.72
C 2.38 0.74 -1.22
C 3.59 1.13 -0.57
C 4.84 0.83 -1.12
C 4.95 0.13 -2.34
C 6.28 -0.14 -2.95
C 3.77 -0.30 -2.97
C 2.52 0.00 -2.43
C -2.76 -0.10 -2.33
C -3.98 -0.50 -2.87
H -6.32 -1.12 -3.76
H -7.02 -1.29 -2.10
H -7.12 0.26 -2.97
H -6.09 0.74 -0.51
H -3.91 1.37 0.56
H -1.37 1.86 -0.03
H -0.11 -0.12 -2.00
H 1.05 1.83 0.09
H 3.52 1.71 0.36
H 5.76 1.13 -0.60
H 6.15 -0.68 -3.89
H 6.82 0.80 -3.15
H 6.90 -0.75 -2.29
H 3.84 -0.86 -3.90
H 1.62 -0.29 -2.98
H -1.83 -0.28 -2.84
H -3.98 -1.00 -3.84
H -1.37 0.17 0.41
B -1.75 0.02 3.85
N -0.41 -0.42 4.28
C -0.13 -0.90 5.53
C 1.17 -1.25 5.87
C 2.19 -1.10 4.92
C 1.87 -0.66 3.63
C 0.56 -0.35 3.32
H -1.96 1.18 3.91
H -2.33 -0.85 3.27
H -0.97 -0.99 6.24
H 1.36 -1.61 6.89
H 3.22 -1.33 5.18
H 2.63 -0.55 2.85
H 0.22 -0.03 2.33
*
```

Formula: C22H25BN5O2PtS5
Source: the Open Molecules 2025 dataset
Level of theory: ωB97M-V with the def2-TZVPD basis set

Kohn-Sham gap (spin up / spin down) in eV: 6.13 / 6.13
ΔE to the lowest compared entry with this formula, charge and spin in eV: 0.3468
HOMO energy (spin up / spin down) in Ha: -0.1526 / -0.1526
LUMO level (spin up / spin down) in eV: 1.981 / 1.982

```
! RIJCOSX wB97M-V def2-TZVPD def2/J DEFGRID3
* xyz -1 1
Pt -0.25 -0.60 -0.22
C -4.85 -0.55 2.40
S -3.58 0.59 2.98
C -2.19 0.20 1.96
S -2.46 -0.54 0.42
N -1.06 0.59 2.51
N -0.02 0.38 1.65
C 1.20 0.53 2.03
C 2.21 0.13 1.06
C 3.57 0.27 1.33
C 4.50 -0.09 0.37
C 4.05 -0.59 -0.85
C 2.69 -0.74 -1.04
N 1.79 -0.41 -0.11
H -5.76 -0.26 2.92
H -4.59 -1.58 2.67
H -4.99 -0.47 1.33
H 1.46 0.94 3.00
H 3.87 0.69 2.28
H 5.56 0.02 0.56
H 4.74 -0.86 -1.63
H 2.28 -1.14 -1.96
S 2.92 5.33 0.23
C 1.66 4.51 -0.52
S 1.73 2.80 -0.72
C 0.14 2.76 -1.46
N -0.38 3.94 -1.55
N 0.47 4.92 -1.03
C -0.06 6.24 -1.09
C 0.71 7.38 -0.85
C 0.12 8.64 -0.92
C -1.22 8.79 -1.23
C -1.98 7.65 -1.49
C -1.41 6.39 -1.42
S -0.56 1.31 -2.05
H 1.75 7.28 -0.61
H 0.73 9.51 -0.73
H -1.67 9.77 -1.27
H -3.03 7.74 -1.74
H -2.00 5.51 -1.62
C 1.21 -5.34 -1.38
C 0.50 -4.80 -0.15
C 1.01 -5.52 1.09
O 0.84 -3.41 -0.04
B -0.24 -2.62 -0.43
O -1.32 -3.45 -0.76
C -1.06 -4.77 -0.29
C -1.62 -5.76 -1.30
C -1.79 -4.92 1.04
H 2.29 -5.19 -1.26
H 0.89 -4.81 -2.28
H 1.03 -6.41 -1.52
H 2.10 -5.53 1.08
H 0.65 -6.55 1.12
H 0.68 -5.01 2.00
H -1.25 -5.56 -2.30
H -2.70 -5.68 -1.31
H -1.36 -6.79 -1.02
H -1.44 -4.17 1.75
H -1.65 -5.91 1.48
H -2.85 -4.75 0.87
*
```

Formula: C22H25ClNOTl
Source: the Open Molecules 2025 dataset
Level of theory: ωB97M-V with the def2-TZVPD basis set

Kohn-Sham gap in eV: 6.65
HOMO energy in Ha: -0.2752
LUMO level in eV: -0.833

```
! RIJCOSX wB97M-V def2-TZVPD def2/J DEFGRID3
* xyz 0 1
C 2.03 0.03 3.50
C 2.51 -0.51 2.28
C 2.37 0.47 1.26
H 2.94 -1.51 2.14
C 1.79 1.64 1.85
C 1.58 1.36 3.26
H 1.68 2.61 1.36
C -1.16 -1.58 3.45
C -0.17 -2.39 2.83
C -0.48 -2.50 1.44
H 0.72 -2.82 3.32
C -1.67 -1.75 1.18
C -2.11 -1.21 2.43
H 2.72 0.40 0.23
H 1.22 2.08 4.00
H 2.00 -0.47 4.47
H -3.06 -0.70 2.57
H 0.11 -3.00 0.68
H -1.23 -1.34 4.52
Tl -0.39 0.52 2.02
C -2.37 -1.56 -0.15
C -3.77 -2.17 0.01
C -1.62 -2.26 -1.29
H -3.72 -3.18 0.44
H -4.27 -2.26 -0.95
H -4.41 -1.57 0.67
H -1.65 -3.34 -1.16
H -0.58 -1.93 -1.36
H -2.11 -2.02 -2.24
C -2.48 -0.04 -0.49
C -1.24 0.65 -0.97
H -2.95 0.53 0.33
H -3.20 0.06 -1.32
O -0.16 0.62 -0.31
N -1.26 1.44 -2.06
C -0.22 2.48 -2.18
H -1.95 1.36 -2.79
C 1.17 1.93 -2.45
C 2.30 2.59 -1.97
H 2.14 3.48 -1.36
C 3.58 2.11 -2.27
H 4.47 2.61 -1.89
C 3.72 0.98 -3.08
H 4.71 0.59 -3.33
C 2.58 0.33 -3.58
H 2.66 -0.55 -4.22
C 1.31 0.83 -3.27
H 0.41 0.37 -3.68
H -0.21 3.04 -1.24
H -0.52 3.14 -2.99
Cl -1.77 2.39 2.36
*
```

Formula: C22H25ClOPYb
Source: the Open Molecules 2025 dataset
Level of theory: ωB97M-V with the def2-TZVPD basis set

Kohn-Sham gap (spin up / spin down) in eV: 6.45 / 5.26
HOMO energy (spin up / spin down) in Ha: -0.5342 / -0.5342
LUMO level (spin up / spin down) in eV: -8.085 / -9.276

```
! RIJCOSX wB97M-V def2-TZVPD def2/J DEFGRID3
* xyz 2 2
Yb 1.27 0.38 1.84
Cl 3.41 -0.61 2.09
P 0.12 0.14 -0.78
C -0.55 1.68 -1.50
C -1.76 1.73 -2.23
C -2.21 2.95 -2.75
C -1.51 4.14 -2.51
C -0.36 4.10 -1.71
C 0.10 2.90 -1.19
C 1.79 -0.05 -1.58
C 2.51 -1.23 -1.30
C 3.80 -1.42 -1.79
C 4.42 -0.44 -2.56
C 3.73 0.76 -2.81
C 2.44 0.95 -2.32
C -0.83 -1.21 -1.56
C -1.40 -2.20 -0.73
C -2.20 -3.20 -1.29
C -2.42 -3.26 -2.67
C -1.81 -2.31 -3.49
C -1.00 -1.30 -2.95
H 2.06 -1.99 -0.64
H 4.34 -2.34 -1.55
H 5.43 -0.59 -2.95
H 4.23 1.56 -3.36
H 1.93 1.90 -2.49
H -2.35 0.83 -2.37
H -3.12 2.98 -3.35
H -1.87 5.09 -2.93
H 0.17 5.03 -1.49
H 0.98 2.90 -0.54
H -1.23 -2.16 0.35
H -2.67 -3.94 -0.65
H -3.05 -4.04 -3.10
H -1.97 -2.35 -4.57
H -0.53 -0.57 -3.61
H -1.76 0.98 1.50
H -1.84 0.23 1.61
C -1.02 -0.05 5.76
C -0.90 -1.43 5.09
C 0.42 -1.34 4.33
O 0.50 0.09 3.91
C -0.54 0.89 4.66
H -2.04 0.19 6.08
H -0.35 0.01 6.62
H -1.70 -1.54 4.34
H -0.96 -2.25 5.80
H 1.27 -1.60 4.98
H 0.45 -1.94 3.41
H -1.32 1.11 3.92
H -0.09 1.82 5.03
*
```

Formula: C22H25ErFNO
Source: the Open Molecules 2025 dataset
Level of theory: ωB97M-V with the def2-TZVPD basis set

Kohn-Sham gap (spin up / spin down) in eV: 6.63 / 6.72
HOMO energy (spin up / spin down) in Ha: -0.2826 / -0.2832
LUMO level (spin up / spin down) in eV: -1.059 / -0.991

```
! RIJCOSX wB97M-V def2-TZVPD def2/J DEFGRID3
* xyz 0 4
C -1.43 1.69 2.16
C -0.72 2.24 1.02
C -1.38 1.84 -0.16
H 0.13 2.92 1.02
C -2.43 0.97 0.18
C -2.48 0.86 1.61
H -3.14 0.58 -0.55
C 2.30 -0.83 1.56
C 2.21 0.58 1.28
C 2.07 0.74 -0.13
H 2.08 1.38 2.02
C 2.13 -0.54 -0.75
C 2.14 -1.49 0.30
H -1.19 2.20 -1.20
H -3.14 0.18 2.15
H -1.05 1.64 3.20
H 2.13 -2.56 0.07
H 2.03 1.66 -0.71
H 2.16 -1.32 2.55
Er -0.30 -0.53 1.69
C 2.51 -0.87 -2.21
C 3.72 -1.83 -2.18
C 2.95 0.39 -2.97
H 4.60 -1.36 -1.72
H 4.03 -2.13 -3.19
H 3.52 -2.76 -1.63
H 3.78 0.87 -2.45
H 2.11 1.09 -3.07
H 3.30 0.13 -3.98
C 1.32 -1.56 -3.04
C 0.16 -0.74 -3.63
H 0.99 -2.40 -2.40
H 1.84 -2.01 -3.93
O -0.28 0.36 -3.22
N -0.41 -1.14 -4.81
C -1.73 -0.47 -4.98
H -0.17 -1.99 -5.42
C -1.78 1.02 -4.59
C -2.92 1.56 -3.95
H -3.71 0.90 -3.61
C -3.03 2.95 -3.74
H -3.91 3.36 -3.25
C -2.04 3.81 -4.20
H -2.13 4.90 -4.09
C -0.90 3.27 -4.82
H -0.10 3.92 -5.18
C -0.79 1.91 -5.04
H 0.07 1.47 -5.56
H -2.37 -0.98 -4.21
H -2.11 -0.65 -6.00
F -1.14 -2.25 1.30
*
```

Formula: C22H25F2N3O4S
Source: the Open Molecules 2025 dataset
Level of theory: ωB97M-V with the def2-TZVPD basis set

Kohn-Sham gap in eV: 8.93
ΔE to the lowest compared entry with this formula, charge and spin in eV: 0.4432
HOMO energy in Ha: -0.3114
LUMO level in eV: 0.459

```
! RIJCOSX wB97M-V def2-TZVPD def2/J DEFGRID3
* xyz 0 1
C -0.94 2.84 4.68
H -1.01 2.73 5.76
H -1.63 2.14 4.21
H -1.25 3.85 4.42
C 0.49 2.59 4.21
N 0.49 2.74 2.75
C 1.56 2.60 1.96
O 2.71 2.42 2.33
C 1.21 2.67 0.46
N 0.84 1.35 -0.03
C -0.38 0.86 0.28
O -1.21 1.51 0.91
C -0.72 -0.55 -0.10
H -0.03 -1.27 0.32
H -0.80 -0.68 -1.18
S -2.42 -0.71 0.63
O -3.34 -0.32 -0.44
C -2.44 -2.58 0.54
C -1.88 -3.05 -0.78
O -0.89 -3.74 -0.85
N -2.60 -2.57 -1.83
C -2.30 -2.69 -3.19
C -1.39 -3.62 -3.69
C -1.15 -3.69 -5.05
C -1.81 -2.82 -5.90
C -2.71 -1.89 -5.42
C -2.96 -1.82 -4.07
H -3.65 -1.10 -3.68
H -3.21 -1.22 -6.11
F -1.56 -2.88 -7.22
H -0.45 -4.40 -5.45
H -0.88 -4.28 -3.01
H -3.27 -1.84 -1.60
H -1.85 -2.97 1.37
H -3.48 -2.86 0.67
C 1.82 0.59 -0.72
C 3.05 0.33 -0.12
C 4.01 -0.40 -0.79
C 3.77 -0.87 -2.07
C 2.57 -0.60 -2.69
C 1.61 0.14 -2.02
F 0.46 0.44 -2.65
H 2.35 -0.93 -3.70
H 4.52 -1.45 -2.59
H 4.96 -0.60 -0.31
H 3.24 0.71 0.87
H 0.38 3.35 0.30
H 2.09 3.00 -0.09
H -0.42 2.71 2.31
C 0.92 1.16 4.58
H 0.90 1.03 5.65
H 1.93 0.99 4.22
H 0.25 0.44 4.12
C 1.45 3.61 4.83
H 1.14 4.62 4.56
H 1.44 3.52 5.91
H 2.45 3.44 4.46
*
```

Quick rundown of E_tot, same order as above: -160463.1743 -131295.4539 -25378.4015 -92869.3570 -43971.1801 -78592.9036 -57095.3831 -52151.3974 eV